Formula: C33H75FN13O23S
Source: OMol25
Level of theory: the ωB97M-V functional and the def2-TZVPD basis

Geometry (Å):
C1 2.0088 1.9960 3.4738
C2 1.4959 0.7144 2.7608
C3 1.6564 0.8785 1.2536
C4 1.2139 -0.3374 0.4173
C5 -0.3073 -0.5293 0.2198
O1 -0.8310 -0.8340 1.5269
C6 -0.5984 -1.7535 -0.6769
C7 0.4139 -1.9355 -1.8422
C8 1.4442 -3.0494 -1.5716
C9 2.8200 -2.6887 -2.2022
C10 3.2737 -3.8131 -3.1608
N1 4.6073 -3.5206 -3.7032
N2 -1.9821 -1.8349 -1.2232
C11 -2.8069 -2.9512 -0.6745
C12 -3.0782 -2.9628 0.8403
C13 -4.5172 -3.5242 1.0170
C14 -2.1131 -3.9117 1.5986
C15 -2.6237 -0.6688 -1.4166
N3 -3.4577 -0.5251 -2.4113
C16 -3.8109 -1.5351 -3.4128
C17 -4.4402 -0.8321 -4.6170
C18 -5.9632 -0.6241 -4.4380
C19 -6.3754 0.8553 -4.3010
C20 -6.4708 1.2907 -2.8327
O2 -7.8117 1.5705 -2.4678
C21 -7.9479 1.8716 -1.1623
C22 -9.3444 2.0972 -0.6648
O3 -6.9660 1.9598 -0.4254
N4 -2.4393 0.5101 -0.6448
S1 -3.6345 0.7188 0.4878
O4 -4.6929 -0.1760 0.1777
O5 -3.1393 0.8142 1.8045
F1 -4.0942 2.1319 0.0782
C23 -1.0412 0.7478 -0.1935
C24 -0.3318 1.3996 -1.3945
H1 1.2901 2.3534 4.2045
H2 2.0982 2.7865 2.7281
H3 2.9992 1.8690 3.9003
H4 0.4458 0.6443 3.0320
H5 2.0135 -0.1616 3.1496
H6 1.2045 1.8224 0.9693
H7 2.7232 0.9981 1.0634
H8 1.7428 -0.2823 -0.5291
H9 1.5209 -1.2325 0.9607
H10 -0.3935 -1.6228 1.8634
H11 -0.4753 -2.6233 -0.0430
H12 0.8956 -1.0090 -2.1244
H13 -0.1717 -2.2492 -2.7074
H14 1.5628 -3.2381 -0.5056
H15 1.0880 -3.9740 -2.0245
H16 2.7407 -1.7689 -2.7747
H17 3.5464 -2.5586 -1.4025
H18 2.5313 -3.8829 -3.9548
H19 3.2882 -4.7240 -2.5652
H20 4.5468 -2.5444 -3.9757
H21 5.2125 -3.5103 -2.8874
H22 -2.3007 -3.8807 -0.9313
H23 -3.7593 -2.9840 -1.1942
H24 -3.0944 -1.9828 1.2998
H25 -4.6164 -4.0902 1.9382
H26 -4.7615 -4.2048 0.2006
H27 -5.2520 -2.7230 1.0576
H28 -1.7049 -3.4576 2.4981
H29 -2.6316 -4.8100 1.9214
H30 -1.3136 -4.2687 0.9494
H31 -3.9086 0.3744 -2.5081
H32 -2.9213 -2.0973 -3.6832
H33 -4.5524 -2.2086 -2.9904
H34 -3.9567 0.1260 -4.8029
H35 -4.2872 -1.4606 -5.4896
H36 -6.5194 -1.0933 -5.2446
H37 -6.2940 -1.1304 -3.5300
H38 -5.6251 1.4743 -4.7910
H39 -7.3161 1.0741 -4.7990
H40 -5.8529 2.1764 -2.6766
H41 -6.0464 0.5106 -2.1988
H42 -10.0541 1.3975 -1.0941
H43 -9.3086 1.9857 0.4121
H44 -9.6337 3.1234 -0.8808
H45 -1.0009 1.4416 0.6377
H46 0.6164 1.8428 -1.1246
H47 -0.2660 0.7116 -2.2342
H48 -0.9745 2.2171 -1.7253
C25 -6.2952 3.1453 2.5113
N5 -7.2288 3.6615 3.5486
O6 -7.5355 2.9064 4.4512
O7 -7.6137 4.8008 3.4224
H49 -6.0398 2.1214 2.7599
H50 -6.7973 3.1942 1.5507
H51 -5.4153 3.7835 2.5222
C26 6.5622 0.1669 -4.8457
N6 5.8955 -0.0721 -3.5374
O8 6.5672 0.0177 -2.5390
O9 4.7046 -0.3400 -3.5520
H52 7.6063 0.3909 -4.6576
H53 6.4552 -0.7416 -5.4327
H54 6.0549 1.0016 -5.3207
C27 -1.3945 -1.3220 5.2088
N7 -0.5458 -2.5190 5.4443
O10 -0.5346 -3.3759 4.5781
O11 0.0799 -2.5599 6.4746
H55 -1.8844 -1.4344 4.2484
H56 -2.1246 -1.2649 6.0088
H57 -0.7398 -0.4545 5.2131
C28 10.0478 0.0966 -0.8505
N8 10.0714 -0.3068 -2.2827
O12 9.5862 0.4462 -3.0961
O13 10.5685 -1.3790 -2.5549
H58 9.5703 1.0586 -0.7769
H59 9.4879 -0.6660 -0.3159
H60 11.0748 0.1397 -0.5067
C29 4.4821 3.2155 -1.9094
N9 3.7762 3.1155 -0.6031
O14 4.4437 3.0670 0.4012
O15 2.5588 3.0839 -0.6301
H61 5.5490 3.2301 -1.7207
H62 4.1985 2.3472 -2.4981
H63 4.1529 4.1336 -2.3865
C30 -4.7014 4.2522 5.8898
N10 -3.3275 4.2313 6.4619
O16 -3.2049 3.9028 7.6205
O17 -2.4236 4.5414 5.7162
H64 -5.4042 3.9545 6.6590
H65 -4.9008 5.2654 5.5534
H66 -4.7173 3.5538 5.0581
C31 -5.3618 0.9793 6.4171
N11 -4.5221 -0.2314 6.6297
O18 -4.5192 -1.0887 5.7671
O19 -3.8883 -0.2838 7.6575
H67 -5.8657 0.8862 5.4622
H68 -6.0745 1.0279 7.2345
H69 -4.6971 1.8383 6.4339
C32 10.0715 4.3715 1.8213
N12 9.9902 3.4216 0.6785
O20 9.2379 3.6885 -0.2325
O21 10.6889 2.4307 0.7352
H70 9.3973 5.1971 1.6288
H71 9.7839 3.8281 2.7160
H72 11.1007 4.7103 1.8882
C33 9.5980 -4.1280 -4.6612
N13 8.1735 -3.8095 -4.3707
O22 7.6039 -4.4727 -3.5340
O23 7.6822 -2.8873 -4.9897
H73 9.9020 -4.9565 -4.0332
H74 9.6769 -4.3841 -5.7133
H75 10.1675 -3.2308 -4.4335

Output
Net charge: +1
HOMO in eV: -10.586
M in g mol⁻¹: 1073.1
LUMO in hartree: -0.121

Löwdin population analysis, charges in e, atoms 1 to 99:
1 C -0.0809
2 C -0.2409
3 C -0.1993
4 C -0.0847
5 C -0.3779
6 O -0.0209
7 C -0.1589
8 C -0.1312
9 C -0.1751
10 C -0.2005
11 C -0.2791
12 N 0.0100
13 N 0.0472
14 C -0.0847
15 C -0.3541
16 C -0.0541
17 C -0.0460
18 C -0.2692
19 N 0.1744
20 C -0.1276
21 C -0.1517
22 C -0.1750
23 C -0.1405
24 C -0.1931
25 O 0.0327
26 C -0.4824
27 C 0.0399
28 O 0.0462
29 N -0.0493
30 S 0.6026
31 O -0.2117
32 O -0.1890
33 F -0.1013
34 C -0.2322
35 C 0.0113
36 H 0.0662
37 H 0.0629
38 H 0.0725
39 H 0.0832
40 H 0.1124
41 H 0.0882
42 H 0.1092
43 H 0.1113
44 H 0.1343
45 H 0.0969
46 H 0.1248
47 H 0.0814
48 H 0.1178
49 H 0.1061
50 H 0.1072
51 H 0.0841
52 H 0.1135
53 H 0.1104
54 H 0.1128
55 H 0.0302
56 H 0.0558
57 H 0.1401
58 H 0.1012
59 H 0.0991
60 H 0.0790
61 H 0.0825
62 H 0.0720
63 H 0.0498
64 H 0.0812
65 H 0.0726
66 H 0.1527
67 H 0.1341
68 H 0.1200
69 H 0.1144
70 H 0.1181
71 H 0.1129
72 H 0.1079
73 H 0.1076
74 H 0.1205
75 H 0.1306
76 H 0.1000
77 H 0.0930
78 H 0.0882
79 H 0.1002
80 H 0.1556
81 H 0.0627
82 H 0.0854
83 H 0.0960
84 C 0.0374
85 N -0.4518
86 O 0.0502
87 O 0.0806
88 H 0.0922
89 H 0.0770
90 H 0.1029
91 C 0.0564
92 N -0.4294
93 O 0.0764
94 O 0.0153
95 H 0.0817
96 H 0.0885
97 H 0.1011
98 C 0.0523
99 N -0.4384

Formula: H25O13
Source: OMol25
Level of theory: the ωB97M-V functional and the def2-TZVPD basis

Geometry (Å):
O1 2.7853 -1.8640 0.8815
H1 -1.3625 2.7613 -2.0756
H2 -0.0658 2.3203 1.6370
O2 1.4511 1.5433 -2.4138
H3 1.6982 0.6267 -2.5050
H4 -0.1986 2.0848 -0.3611
O3 0.0526 3.2727 1.7739
H5 0.8777 3.2653 1.2838
O4 -2.4482 -0.8477 -0.4069
H6 -3.0759 -0.9211 -1.1095
H7 -1.6397 -0.5046 -0.7993
O5 0.8646 -1.0664 -0.4953
H8 2.3260 -1.4658 1.6205
H9 1.2170 -0.6063 -1.2664
O6 -3.6380 -1.5761 2.0689
H10 -2.6992 -1.7433 2.2257
H11 -3.5180 -1.2542 1.1571
O7 0.5074 1.4873 -0.1014
H12 -0.7498 -3.6299 -0.2647
H13 0.8534 -3.2977 2.9967
O8 -1.1730 3.6881 -1.8943
H14 0.6647 -0.2010 -0.0297
H15 0.3359 -0.1259 2.5029
O9 0.3881 -3.6216 2.2230
H16 0.9190 1.5467 -1.4154
H17 3.0552 3.0776 -0.9133
O10 -1.4781 1.0079 -2.5499
H18 -0.7736 1.3542 -3.1382
H19 -1.0259 0.1461 -2.5587
O11 0.6158 -0.8721 3.0496
H20 -0.1979 -1.3879 3.0817
H21 1.0296 -4.0103 1.6297
O12 3.1897 3.4450 -0.0225
H22 -2.0415 -4.0816 -0.6230
H23 -0.3771 3.9016 -2.3627
O13 -1.1700 -4.1045 -1.0041
H24 2.2616 3.2329 0.1812
H25 2.5397 -1.5799 -0.0023

Output
Net charge: -1
HOMO in eV: -6.617
ΔE to the lowest compared entry with this formula, charge and spin in kcal per mole: 63.5
M in g mol⁻¹: 233.2
LUMO in hartree: 0.094

Okay, here come the Löwdin numbers, in e, for every atom:
1 O -0.0887
2 H -0.0227
3 H 0.0000
4 O -0.1991
5 H -0.0268
6 H -0.0263
7 O -0.0823
8 H -0.0139
9 O -0.0314
10 H 0.0406
11 H 0.0094
12 O -0.1024
13 H -0.0056
14 H 0.0105
15 O -0.0812
16 H 0.0146
17 H -0.0056
18 O -0.3266
19 H 0.0192
20 H 0.0250
21 O -0.0450
22 H 0.0142
23 H 0.0409
24 O -0.0564
25 H -0.0163
26 H 0.0232
27 O -0.0794
28 H 0.0511
29 H 0.0497
30 O -0.0449
31 H 0.0267
32 H 0.0344
33 O -0.0754
34 H 0.0164
35 H 0.0247
36 O -0.0635
37 H -0.0056
38 H -0.0017

Formula: C2H8NO2
Source: OMol25
Level of theory: the ωB97M-V functional and the def2-TZVPD basis

Geometry (Å):
C1 -0.0621 2.6606 1.3572
N1 0.7649 1.5694 0.7813
H1 -0.9273 2.3849 1.9570
H2 0.5075 3.0685 2.2031
H3 -0.2094 3.4902 0.6770
H4 1.6672 1.9373 0.4954
H5 0.3354 1.2189 -0.0831
H6 0.8241 0.8040 1.4498
O1 -0.7048 -1.3067 0.2398
C2 -0.3100 -1.9799 -0.6826
O2 0.0584 -1.4158 -1.8296
H7 -0.5936 -3.0400 -0.6439
H8 -0.0445 -1.9677 -2.6200

Output
Net charge: +1
HOMO in eV: -14.573
ΔE to the lowest compared entry with this formula, charge and spin in kcal per mole: 26.3
M in g mol⁻¹: 78.1
LUMO in hartree: -0.131

Okay, here come the Löwdin numbers, in e, for every atom:
1 C -0.0222
2 N 0.1625
3 H 0.1111
4 H 0.1058
5 H 0.1067
6 H 0.1711
7 H 0.1557
8 H 0.1652
9 O 0.0429
10 C -0.3711
11 O 0.0887
12 H 0.1515
13 H 0.1319